Density functional theory data (the ωB97M-V functional and the def2-TZVPD basis) for a 2-piece molecular cluster, C40H47N5O2S overall in a non-equilibrium geometry.

```
95
Properties=species:S:1:pos:R:3:forces:R:3:mulliken_charge:R:1
C 2.95624 -0.49556 0.56869 -0.0250 0.2415 0.1315 -1.3548
N 2.87269 -1.87003 0.07311 0.2075 0.1777 0.7678 0.2649
C 4.07298 -2.55702 -0.01220 -0.1160 0.3717 0.0313 0.2276
S 5.54358 -1.78753 0.21762 -0.6443 -0.4894 -0.1050 -0.2829
N 3.96128 -3.89996 -0.29880 0.5695 -0.1520 -0.7058 0.0570
C 5.22966 -4.60579 -0.54952 0.2497 0.0485 -0.0796 -1.1002
C 2.79171 -4.42189 -0.91364 0.5425 -1.0452 -0.6912 -0.0587
O 2.86554 -5.34989 -1.71537 -0.1117 0.9437 1.1483 -0.6165
C 1.54445 -3.79674 -0.47820 -0.5556 -0.1436 -0.0430 0.4333
C 0.37423 -4.46254 -0.67219 0.3921 -0.2452 0.0490 -0.5177
C -0.99791 -4.03434 -0.54435 -1.3317 0.2075 0.2900 0.3152
C -1.49240 -2.78179 -0.97751 0.2424 -0.5130 0.1798 -0.9808
C -2.84673 -2.47177 -0.99158 0.0777 -0.3910 0.3225 0.7743
C -3.79624 -3.35877 -0.39007 1.2464 -0.5233 -0.4978 0.3891
N -5.11556 -3.02231 -0.27452 -0.0201 0.3737 0.3432 0.1128
C -5.64618 -1.84382 -0.95232 -0.1043 -0.3774 -0.3289 -0.9027
C -4.63406 -0.71929 -1.04001 0.2068 0.1008 0.2597 -0.2217
C -3.32480 -1.21089 -1.65459 -0.0461 0.3379 -0.2744 -1.0402
C -6.09977 -3.99085 0.17282 -0.1810 -0.1868 -0.4805 -0.6091
C -5.53897 -5.02220 1.13637 0.1832 0.1677 0.1366 -0.8552
C -4.27075 -5.65953 0.57570 -0.0710 -0.4668 0.0345 -1.0332
C -3.31806 -4.63996 0.02428 0.1304 0.6163 0.0271 0.7832
C -1.97037 -4.94788 -0.06942 0.5083 0.2368 -0.2834 -1.2734
C 1.64654 -2.54860 0.27116 -1.0148 0.8956 0.8490 0.4541
O 0.76506 -2.09943 1.00544 1.3905 -0.3862 -1.2438 -0.6058
H 1.96633 -0.04633 0.54447 0.0437 -0.0756 -0.0287 0.3580
H 3.36179 -0.48595 1.58820 -0.1786 0.0311 -0.1456 0.3930
H 3.65039 0.06310 -0.05872 -0.1776 -0.0310 -0.0053 0.4272
H 5.02182 -5.65208 -0.78222 -0.0580 0.2879 0.0939 0.3540
H 5.77161 -4.12734 -1.38280 -0.2848 -0.2829 0.2238 0.3672
H 5.87592 -4.50181 0.33222 -0.3600 -0.1447 -0.2428 0.3706
H 0.49964 -5.50399 -0.97776 0.0081 0.1905 -0.1180 0.4586
H -0.75999 -2.06413 -1.34312 -0.2964 0.0264 -0.1017 0.4970
H -5.95802 -2.12342 -1.97181 -0.0495 0.0017 0.0394 0.2442
H -6.55556 -1.53451 -0.42291 0.1966 0.0349 -0.0210 0.4102
H -5.04201 0.10270 -1.63383 -0.0523 -0.0582 0.0798 0.4295
H -4.45299 -0.33572 -0.03306 0.1231 0.0038 -0.0580 -0.0317
H -2.53962 -0.44415 -1.58177 -0.2692 -0.1074 0.0043 0.3633
H -3.49032 -1.37979 -2.73900 0.1205 -0.0635 0.4442 0.3468
H -6.93165 -3.43732 0.62415 0.1264 -0.1159 -0.0118 0.3941
H -6.50267 -4.51782 -0.70665 -0.1025 0.0195 0.0272 0.3031
H -5.32445 -4.52977 2.08828 0.0813 -0.0338 0.0024 0.3151
H -6.29158 -5.79000 1.32857 -0.0138 0.1105 -0.0058 0.3826
H -3.74206 -6.21974 1.35910 -0.2613 0.0170 -0.1387 0.4183
H -4.53344 -6.39433 -0.20960 0.0429 0.2902 0.2498 0.3045
H -1.61739 -5.92855 0.27132 -0.2750 0.2474 -0.1507 0.4367
C -5.50824 1.97507 1.23717 -0.1641 0.0775 0.0402 -1.4884
C -4.05055 2.32265 1.11113 0.3530 0.1348 0.0822 0.7841
C -3.21483 2.18003 2.22148 -0.2301 -0.1593 -0.5964 -0.8394
C -1.84276 2.40308 2.14911 -0.3209 0.1684 -0.5027 1.2445
C -1.11302 2.21090 3.44498 0.2900 -0.3025 0.5706 -1.9479
C -1.28490 2.81382 0.91741 -0.7058 0.0039 0.3622 -0.2602
N 0.10256 3.12757 0.88394 0.9010 0.2016 -0.4715 0.5811
C 1.04816 2.68291 0.01616 -0.0686 -0.4880 0.1434 -0.9699
N 2.19975 3.35875 0.28490 -1.4855 -0.1665 -0.0790 0.6032
C 3.45575 3.14148 -0.34333 0.8463 -0.3138 -0.1000 -0.3900
C 3.55303 2.99418 -1.75528 0.3576 0.4301 0.6042 1.4210
C 2.37830 3.13092 -2.66740 -0.5563 -0.3654 -0.5593 -1.2993
C 4.80109 2.75935 -2.33366 0.1076 -0.2457 0.5661 -1.2674
C 5.95407 2.66143 -1.55203 0.0311 0.3385 0.2008 0.7856
C 7.31910 2.43612 -2.13812 0.1557 -0.0845 -0.1189 -1.4984
C 5.85063 2.83068 -0.17350 -0.0377 -0.2469 -0.5827 -1.0174
C 4.62669 3.04239 0.45540 -0.2052 0.1456 -0.6774 1.7627
C 4.71624 3.11450 1.95219 0.2783 -0.4216 0.5543 -2.1868
C 2.01589 4.35201 1.35042 1.0252 0.1852 0.1841 -0.2600
C 0.55389 4.27357 1.67203 -0.4574 0.5872 0.0332 -0.8290
C -2.13547 3.10108 -0.17696 -0.0457 0.1314 0.4895 1.2517
C -1.62847 3.81943 -1.39242 0.0487 0.0038 -0.6204 -1.3118
C -3.50744 2.82719 -0.07952 0.0411 -0.3765 0.3706 -1.1456
H -6.06596 2.36943 0.37958 -0.0256 -0.1400 0.2347 0.3498
H -5.65821 0.88619 1.28848 0.0283 0.2877 -0.0761 0.2399
H -5.92094 2.39385 2.16588 0.0154 -0.0527 -0.2961 0.4603
H -3.63845 1.84326 3.17138 0.0746 0.1079 -0.2464 0.4309
H -0.06630 2.50826 3.45334 -0.1143 -0.2015 -0.1202 0.1874
H -1.62203 2.75919 4.25420 0.1587 -0.0387 -0.3264 0.3796
H -1.15551 1.15621 3.74324 0.0903 0.1096 -0.1296 0.4215
H 2.66197 2.77776 -3.66727 -0.0711 0.0137 0.2042 0.3741
H 1.54361 2.51827 -2.30397 0.1545 0.2848 -0.1957 0.1533
H 2.02598 4.16264 -2.81667 0.1165 -0.1546 0.3870 0.3144
H 4.86344 2.60704 -3.41206 -0.0118 0.1158 0.2266 0.3173
H 8.03045 2.27963 -1.31551 -0.0572 -0.0050 -0.3834 0.3552
H 7.33343 1.55454 -2.79311 0.0559 0.2145 0.1324 0.3468
H 7.65351 3.30662 -2.72407 -0.0893 -0.2735 0.1419 0.3213
H 6.75974 2.72255 0.43359 -0.4542 0.1068 -0.2128 0.2426
H 5.57602 2.49952 2.25595 -0.2443 0.1799 -0.0311 0.5367
H 4.92500 4.12415 2.33783 -0.3114 -0.1830 -0.1713 0.3477
H 3.85323 2.68642 2.46117 0.0293 0.0713 -0.0071 0.4492
H 2.60945 4.05434 2.20569 -0.0189 0.3147 0.1465 0.1781
H 2.35273 5.33781 1.02190 -0.0558 -0.0172 0.0151 0.3352
H 0.01762 5.17147 1.35712 -0.1075 0.0471 0.0236 0.1667
H 0.37647 4.12786 2.73253 -0.0344 0.1684 0.0087 0.4436
H -2.45805 3.95274 -2.09723 0.1813 -0.0280 0.0890 0.4117
H -1.24034 4.83114 -1.18007 -0.0337 -0.4443 0.1521 0.2719
H -0.84342 3.25374 -1.90402 -0.0250 0.1445 0.1172 0.1525
H -4.18079 3.00553 -0.93597 0.5025 -0.0129 0.4503 0.1887
```
Positions in Å, forces in eV/Å.

Values from the calculation:
HOMO-LUMO gap in eV: 6.793
ΔE to the lowest compared entry with this formula, charge and spin in kJ/mol: 45.2
Total charge: 0